No. 1
10
Properties=species:S:1:pos:R:3:forces:R:3:nbo_charge:R:1 method="wB97M-V/def2-TZVPD" lumo_energy_ev="-0.367 / -0.367" orbital_gap_ev="9.4 / 9.4" e_homo_ev="-9.7 / -9.7"
C 1.052 -0.564 -0.018 -0.04 -1.42 -0.08 -0.708
C -0.353 -0.395 0.463 -0.45 1.16 0.01 -0.081
N -0.847 1.242 -0.612 -0.02 -4.08 2.53 0.556
O -1.057 0.908 -1.740 0.02 1.54 -0.06 -0.330
O -0.961 2.209 0.073 0.00 0.31 -1.38 -0.311
Cl -0.348 0.182 2.106 -0.40 -0.07 -0.22 0.049
Br -1.650 -1.830 0.165 0.81 1.00 -0.07 0.106
H 1.016 -0.886 -1.047 0.14 0.23 -0.50 0.241
H 1.731 -1.289 0.504 -1.05 0.58 -0.01 0.242
H 1.418 0.424 0.105 1.00 0.75 -0.22 0.236

***

No. 2
11
Properties=species:S:1:pos:R:3:forces:R:3:nbo_charge:R:1 method="wB97M-V/def2-TZVPD" lumo_energy_ev=-1.013 orbital_gap_ev=8.7 smiles="C=C(Br)[N+](=O)[O-].SCl" e_homo_ev=-9.7
C 0.213 1.303 1.027 -1.22 0.67 -1.03 -0.322
C 0.827 0.933 -0.112 -0.60 1.72 1.36 -0.069
Br 0.360 1.539 -1.811 0.04 0.70 -0.03 0.146
N 1.842 -0.100 -0.146 -2.20 -2.34 2.92 0.474
O 1.923 -0.770 0.919 0.82 1.33 -1.80 -0.400
O 2.260 -0.396 -1.211 1.75 -0.53 -1.02 -0.307
H -0.565 2.117 1.021 1.04 -0.94 -0.43 0.232
H 0.174 0.738 1.945 1.00 -0.06 0.06 0.249
S -2.841 -1.764 -1.227 0.56 -0.73 1.50 0.032
Cl -1.293 -0.878 -0.180 -0.82 -0.35 -0.45 -0.180
H -2.901 -2.722 -0.225 -0.35 0.52 -1.08 0.146

***

No. 3
8
Properties=species:S:1:pos:R:3:forces:R:3:nbo_charge:R:1 method="wB97M-V/def2-TZVPD" lumo_energy_ev="-0.945 / -0.222" orbital_gap_ev="7.2 / 8.3" e_homo_ev="-8.1 / -8.5"
C 1.441 -0.075 1.485 0.24 0.23 0.10 -0.589
C -1.723 0.234 -1.221 1.85 -1.39 -1.95 -0.505
P 2.787 -0.689 0.791 -1.59 -0.71 -3.04 0.384
Cl -3.200 0.374 -0.481 -1.02 0.52 0.47 0.061
Br -0.166 0.332 0.775 -0.41 -0.04 0.58 0.256
H -1.552 -0.804 -1.678 -0.03 1.95 0.65 0.215
H -1.087 1.111 -1.514 -1.31 -0.95 0.09 0.222
H 3.499 -0.484 1.843 2.26 0.39 3.11 -0.043

***

No. 4
8
Properties=species:S:1:pos:R:3:forces:R:3:nbo_charge:R:1 method="wB97M-V/def2-TZVPD" lumo_energy_ev="-0.798 / -0.374" orbital_gap_ev="7.4 / 7.9" e_homo_ev="-8.2 / -8.2"
C -1.622 0.885 -0.363 1.25 1.49 0.30 -0.592
C 1.219 -1.418 0.292 -2.02 -0.96 -0.52 -0.438
P -0.249 1.722 0.117 -1.51 -0.64 -0.12 0.386
Cl 2.110 -0.227 -0.368 1.84 1.08 -0.72 0.082
Br -2.503 -0.685 -0.320 0.00 -0.23 0.04 0.200
H 0.283 -1.593 -0.251 0.48 -0.29 0.52 0.185
H 1.354 -1.696 1.306 0.19 -0.19 0.61 0.190
H -0.591 3.010 -0.414 -0.22 -0.27 -0.11 -0.012

***

No. 5
10
Properties=species:S:1:pos:R:3:forces:R:3:nbo_charge:R:1 method="wB97M-V/def2-TZVPD" lumo_energy_ev="-3.007 / -3.108" orbital_gap_ev="7.3 / 7.2" e_homo_ev="-10.3 / -10.3"
C 0.094 -0.006 -0.104 2.78 -2.46 4.90 -0.734
C 1.279 -0.824 -0.494 0.62 3.90 -1.80 0.713
N 1.769 -1.868 0.358 0.97 -1.31 0.55 0.419
O 1.428 -1.852 1.519 -0.20 0.12 -0.02 -0.330
O 2.508 -2.666 -0.167 -0.01 -0.24 -0.12 -0.309
F 1.432 -1.027 -1.792 0.00 -0.30 1.59 -0.265
Br 3.335 0.827 0.062 -1.87 -1.52 -0.45 -0.288
H -0.739 -0.204 -0.622 -3.17 -1.51 -1.90 0.246
H 0.003 -0.119 1.045 -0.31 -0.25 -1.95 0.278
H 0.203 0.989 -0.165 1.19 3.58 -0.79 0.271

***

No. 6
8
Properties=species:S:1:pos:R:3:forces:R:3:nbo_charge:R:1 method="wB97M-V/def2-TZVPD" lumo_energy_ev=0.067 orbital_gap_ev=10.3 smiles="CC1(Br)N=N1" e_homo_ev=-10.2
C 0.236 -0.043 -0.065 0.69 -2.89 0.89 -0.694
C 1.580 0.222 -0.595 1.70 -0.70 0.02 0.159
Br 2.905 -1.259 0.067 -0.87 1.51 -0.95 -0.086
N 2.153 1.499 -0.889 -0.06 0.30 0.42 -0.052
N 1.784 0.864 -1.871 0.29 -0.64 -0.05 -0.052
H -0.501 -0.010 -0.839 -0.35 -0.97 -0.90 0.235
H -0.174 0.676 0.561 -0.02 1.59 1.81 0.233
H 0.405 -1.040 0.519 -1.39 1.79 -1.24 0.257

***

No. 7
9
Properties=species:S:1:pos:R:3:forces:R:3:lowdin_spin:R:1 method="wB97M-V/def2-TZVPD" lumo_energy_ev="0.639 / -1.691" spin_multiplicity=3 orbital_gap_ev="8.5 / 8.7" s_squared=2.01 e_homo_ev="-7.8 / -10.4"
C -0.197 -1.322 0.588 0.21 -0.29 0.40 0.030
C -0.752 -0.056 -0.063 -0.46 0.32 1.58 0.114
N 0.976 1.375 0.614 1.60 2.30 1.74 0.939
N -0.259 1.122 0.679 0.52 -0.75 -0.96 0.809
O 0.926 -1.707 0.439 0.27 0.46 -0.56 0.024
Br -2.686 0.071 0.064 0.15 -0.33 -0.04 0.003
H -0.830 -1.881 1.259 -0.91 -0.12 0.47 0.003
H -0.526 -0.127 -1.103 0.47 0.67 -0.84 0.014
H 1.521 2.094 1.285 -1.84 -2.25 -1.79 0.065

***

No. 8
8
Properties=species:S:1:pos:R:3:forces:R:3:nbo_charge:R:1 method="wB97M-V/def2-TZVPD" lumo_energy_ev=-0.027 orbital_gap_ev=10.0 smiles=BrCC1OO1 e_homo_ev=-10.0
Br -2.331 0.256 0.194 0.43 -0.06 -0.45 0.019
C -0.535 -0.559 0.204 -0.59 -1.94 1.91 -0.510
C 0.449 0.382 -0.355 3.50 0.62 -0.24 0.318
O 0.992 1.348 0.413 -2.13 2.67 0.52 -0.269
O 2.005 0.423 0.186 -1.61 -2.57 -1.69 -0.265
H -0.521 -0.932 1.318 0.92 1.07 -2.32 0.273
H -0.498 -1.437 -0.461 -0.59 0.25 0.36 0.237
H 0.440 0.519 -1.499 0.06 -0.04 1.92 0.197